[1]
{"formula": "C3H6I2S", "method": "ωB97M-V with the def2-TZVPD basis set", "relative_energy_kj_mol": 97.23, "orbital_gap_ev": [6.7, 6.7], "homo_energy_ev": [-8.924, -8.924], "multiplicity": 1, "e_lumo_ev": [-2.21, -2.21], "species": ["C", "C", "C", "S", "I", "I", "H", "H", "H", "H", "H", "H"], "positions_angstrom": [[0.03, -0.03, 1.25], [0.33, 0.23, -1.36], [0.04, 0.77, 0.00], [-0.92, 2.24, -0.04], [2.20, 2.51, 0.30], [-3.34, 1.58, 0.08], [-0.96, -0.51, 1.32], [0.18, 0.63, 2.02], [0.77, -0.70, 1.17], [0.36, 1.10, -1.95], [-0.49, -0.39, -1.63], [1.31, -0.35, -1.63]], "lowdin_charge": [-0.14, -0.19, -0.92, 0.20, 0.33, 0.30, 0.09, 0.04, 0.05, 0.02, 0.08, 0.13]}

---

[2]
{"formula": "C3H6IN2S", "method": "ωB97M-V with the def2-TZVPD basis set", "relative_energy_kj_mol": 282.98, "orbital_gap_ev": 8.6, "total_charge": 1, "homo_energy_ev": -12.675, "multiplicity": 1, "smiles": "S[C@@H]1[NH2+][C@@H]1/C=N\\I", "e_lumo_ev": -4.07, "species": ["S", "C", "N", "C", "C", "N", "I", "H", "H", "H", "H", "H", "H"], "positions_angstrom": [[2.21, 1.02, -0.01], [1.20, -0.41, 0.38], [0.64, -0.98, -0.87], [-0.32, -0.31, 0.14], [-1.20, 1.02, -0.16], [-2.41, 1.07, -0.28], [-3.83, -0.22, 0.36], [2.18, 1.47, 1.28], [1.39, -1.13, 1.21], [0.70, -2.05, -0.87], [1.07, -0.44, -1.63], [-0.96, -1.00, 0.68], [-0.69, 1.97, -0.22]], "lowdin_charge": [0.84, -0.57, 0.11, -0.14, -0.29, -0.46, 0.87, -0.06, 0.14, 0.22, 0.15, 0.09, 0.10]}

---

[3]
{"formula": "C3H6INO", "method": "ωB97M-V with the def2-TZVPD basis set", "relative_energy_kj_mol": 472.95, "orbital_gap_ev": [7.9, 9.1], "homo_energy_ev": [-7.801, -9.181], "multiplicity": 1, "e_lumo_ev": [0.10, -0.06], "species": ["C", "C", "C", "N", "O", "I", "H", "H", "H", "H", "H", "H"], "positions_angstrom": [[-0.03, -0.82, -0.70], [0.75, 0.62, -0.29], [-0.52, -1.52, 0.44], [-0.80, 1.86, 0.86], [-0.09, 1.72, -0.31], [0.85, -2.27, 1.86], [-0.77, -0.56, -1.37], [0.78, -1.45, -1.22], [1.32, 0.68, 0.62], [1.42, 0.64, -1.20], [-1.51, -1.49, 0.67], [-1.41, 2.59, 0.62]], "lowdin_charge": [-0.29, -0.20, -0.61, 0.12, -0.20, 0.77, 0.08, 0.12, 0.08, 0.13, -0.01, 0.02]}

---

[4]
{"formula": "C3H6INO2", "method": "ωB97M-V with the def2-TZVPD basis set", "relative_energy_kj_mol": 671.04, "orbital_gap_ev": [8.2, 8.2], "homo_energy_ev": [-9.536, -9.537], "multiplicity": 1, "e_lumo_ev": [-1.30, -1.30], "species": ["C", "C", "C", "N", "O", "O", "I", "H", "H", "H", "H", "H", "H"], "positions_angstrom": [[-0.87, -0.20, -0.25], [0.31, 0.31, 0.60], [1.58, 0.60, -0.07], [2.10, 1.96, -0.14], [3.16, 2.20, -0.66], [1.39, 2.73, 0.45], [3.18, -0.67, 0.06], [-1.13, 0.42, -1.09], [-1.73, -0.60, 0.36], [-0.35, -1.01, -0.84], [0.52, -0.48, 1.36], [-0.07, 1.27, 1.08], [1.40, 0.71, -1.95]], "lowdin_charge": [-0.11, -0.34, -0.76, -0.54, -0.02, 0.07, 0.99, 0.06, 0.10, 0.08, 0.10, 0.13, 0.25]}

---

[5]
{"formula": "C3H6INO3", "method": "ωB97M-V with the def2-TZVPD basis set", "relative_energy_kj_mol": 569.66, "orbital_gap_ev": 9.2, "homo_energy_ev": -8.847, "multiplicity": 1, "smiles": "COC/C(I)=[N+](/[O-])O", "e_lumo_ev": 0.31, "species": ["C", "O", "C", "C", "I", "N", "O", "O", "H", "H", "H", "H", "H", "H"], "positions_angstrom": [[0.84, 1.53, 0.39], [-0.51, 1.01, 0.45], [-0.79, -0.24, -0.19], [-2.23, -0.73, -0.09], [-3.75, 0.73, 0.01], [-2.61, -1.94, 0.12], [-3.70, -2.47, 0.19], [-1.55, -2.92, 0.03], [1.43, 0.73, 0.78], [1.03, 1.82, -0.60], [0.67, 2.50, 0.78], [-0.30, -1.18, 0.07], [-0.40, 0.01, -1.31], [-1.79, -3.74, 0.47]], "lowdin_charge": [-0.05, -0.27, -0.26, -0.61, 0.94, -0.38, -0.03, 0.03, 0.09, 0.06, 0.09, 0.10, 0.17, 0.11]}

---

[6]
{"formula": "C3H6Li2O5", "method": "ωB97M-V with the def2-TZVPD basis set", "relative_energy_kj_mol": 0.00, "orbital_gap_ev": 8.0, "homo_energy_ev": -8.230, "multiplicity": 1, "e_lumo_ev": -0.21, "species": ["O", "C", "C", "O", "H", "H", "H", "H", "H", "Li", "O", "C", "O", "O", "Li", "H"], "positions_angstrom": [[-2.25, -1.43, -1.16], [-0.89, -1.35, -0.81], [-0.80, -1.34, 0.71], [0.55, -1.21, 1.15], [-2.34, -1.54, -2.11], [-0.41, -0.43, -1.20], [-0.32, -2.21, -1.21], [-1.25, -2.25, 1.12], [-1.35, -0.48, 1.10], [1.23, 0.56, 1.29], [2.65, 1.63, 0.35], [1.72, 2.46, 0.09], [0.49, 2.09, 0.38], [1.88, 3.63, -0.38], [-0.02, 3.83, -0.21], [1.10, -1.96, 0.88]], "lowdin_charge": [-0.05, -0.25, -0.23, -0.13, 0.09, 0.13, 0.13, 0.13, 0.13, 0.73, -0.13, -1.00, -0.32, -0.16, 0.80, 0.11]}

---

[7]
{"formula": "C3H6LiNaO5", "method": "ωB97M-V with the def2-TZVPD basis set", "relative_energy_kj_mol": 0.00, "orbital_gap_ev": 6.1, "homo_energy_ev": -6.545, "multiplicity": 1, "e_lumo_ev": -0.43, "species": ["O", "C", "C", "O", "H", "H", "H", "H", "H", "Li", "O", "C", "O", "O", "Na", "H"], "positions_angstrom": [[0.12, -1.20, 2.86], [-0.06, -1.32, 1.47], [1.31, -1.25, 0.81], [1.21, -1.29, -0.60], [-0.71, -1.36, 3.31], [-0.70, -0.51, 1.07], [-0.54, -2.28, 1.20], [1.95, -2.06, 1.18], [1.78, -0.29, 1.07], [0.88, 0.36, -1.49], [-1.23, 1.20, -3.07], [-1.23, 2.26, -2.36], [-0.41, 2.30, -1.33], [-2.02, 3.24, -2.51], [-1.20, 4.34, -0.69], [0.86, -2.14, -0.92]], "lowdin_charge": [-0.05, -0.25, -0.22, -0.14, 0.09, 0.13, 0.13, 0.13, 0.14, 0.77, -0.13, -1.00, -0.30, -0.16, 0.75, 0.12]}

---

[8]
{"formula": "C3H6LiO5Rh", "method": "ωB97M-V with the def2-TZVPD basis set", "orbital_gap_ev": [4.8, 2.6], "total_charge": 1, "homo_energy_ev": [-9.241, -12.680], "multiplicity": 6, "e_lumo_ev": [-4.46, -10.04], "species": ["H", "C", "C", "O", "Rh", "O", "H", "H", "H", "C", "O", "O", "H", "Li", "O", "H"], "positions_angstrom": [[-0.61, -1.30, -3.49], [-0.11, -1.58, -2.54], [-0.55, -0.58, -1.48], [-1.94, -0.66, -1.29], [2.78, -0.87, -2.15], [1.26, -1.61, -2.68], [-0.51, -2.58, -2.26], [-0.23, 0.43, -1.76], [-0.04, -0.82, -0.52], [-2.58, 0.54, -0.28], [-1.98, 1.67, -0.15], [-3.91, 0.55, -0.67], [-4.05, 1.35, -1.18], [-1.37, 1.22, 1.58], [-2.43, -0.28, 0.85], [-2.16, -1.25, 0.24]], "mulliken_spin": [0.00, -0.09, 0.10, 0.00, 3.76, 0.22, 0.00, 0.02, 0.00, -0.04, 0.73, 0.12, 0.00, 0.00, 0.19, -0.01]}

---

[9]
{"formula": "C3H6N", "method": "ωB97M-V with the def2-TZVPD basis set", "relative_energy_kj_mol": 257.05, "orbital_gap_ev": 8.3, "total_charge": 1, "homo_energy_ev": -14.027, "multiplicity": 1, "e_lumo_ev": -5.77, "species": ["C", "C", "C", "N", "H", "H", "H", "H", "H", "H"], "positions_angstrom": [[-0.29, -0.99, 1.48], [-0.36, 1.77, -1.28], [0.44, -1.01, 0.36], [0.16, 2.01, -2.27], [-0.23, -1.79, 2.24], [-0.81, -0.02, 1.60], [-0.86, 1.80, -0.29], [0.97, -1.80, -0.18], [0.18, -0.16, -0.29], [0.82, 2.10, -3.03]], "lowdin_charge": [-0.04, 0.26, -0.07, 0.35, 0.08, 0.05, 0.17, 0.07, -0.03, 0.17]}

---

[10]
{"formula": "C3H6N", "method": "ωB97M-V with the def2-TZVPD basis set", "relative_energy_kj_mol": 121.81, "orbital_gap_ev": 9.3, "total_charge": 1, "homo_energy_ev": -15.220, "multiplicity": 1, "smiles": "C=C[NH+]=C", "e_lumo_ev": -5.97, "species": ["C", "C", "N", "C", "H", "H", "H", "H", "H", "H"], "positions_angstrom": [[-0.92, 1.43, -0.54], [0.16, 0.65, -0.43], [-0.09, -0.71, 0.13], [0.77, -1.30, 0.87], [-1.14, 2.16, -1.30], [-1.56, 1.45, 0.35], [1.16, 0.64, -0.88], [-0.77, -1.30, -0.33], [0.89, -2.38, 0.81], [1.51, -0.64, 1.33]], "lowdin_charge": [0.11, -0.10, 0.04, 0.19, 0.09, 0.10, 0.13, 0.18, 0.13, 0.13]}